Record 1
Density functional theory data (ωB97M-V/def2-TZVPD) for a structure of composition HNO4P in a non-equilibrium geometry.

Last column: natural (NBO) charge in e.
Atoms and positions in Å:
N  -1.537  -1.027  -0.520  0.8569
O  -2.175  -1.209  0.359  -0.0392
O  -0.229  0.041  0.112  -1.0317
O  -1.278  -1.164  -1.595  -0.0701
O  1.883  0.894  0.662  -1.0250
P  0.621  1.273  -0.104  1.7166
H  2.716  1.192  1.087  0.5924

Computed properties:
HOMO-LUMO gap	10.328	eV
HOMO energy	-16.342	eV
LUMO energy	-6.015	eV
net charge	+1

=====

Record 2
Density functional theory data (ωB97M-V/def2-TZVPD) for a structure of composition HNO6S2 in a non-equilibrium geometry.

Last column: natural (NBO) charge in e.
Atoms and positions in Å:
N  1.711  0.462  -0.664  -1.2283
O  1.691  -2.000  -0.606  -1.0339
O  -0.638  -0.910  -0.263  -0.9020
O  1.072  -0.815  1.436  -1.0223
O  -0.431  1.459  0.604  -1.0332
O  -1.823  0.904  -1.201  -1.0636
O  -2.374  0.021  0.980  -1.0535
S  1.044  -0.759  -0.013  2.3699
S  -1.324  0.432  0.058  2.5839
H  1.073  1.207  -0.331  0.3830

Computed properties:
HOMO-LUMO gap	7.330	eV
HOMO energy	-0.814	eV
LUMO energy	6.516	eV
net charge	-2

=====

Record 3
Density functional theory data (ωB97M-V/def2-TZVPD) for a cluster of 2 separate species, HNOS in total in a non-equilibrium geometry.

Last column: natural (NBO) charge in e.
Atoms and positions in Å:
N  1.199  -0.733  -0.174  -0.8936
O  3.436  -0.272  0.016  -0.8451
S  2.158  0.409  0.100  1.3906
H  -0.448  -0.527  -0.205  0.3482

Computed properties:
HOMO-LUMO gap (spin up / spin down)	9.949 / 9.947	eV
HOMO energy (spin up / spin down)	-10.996 / -10.995	eV
LUMO energy (spin up / spin down)	-1.047 / -1.048	eV
net charge	0

=====

Record 4
Density functional theory data (ωB97M-V/def2-TZVPD) for the ion HO with charge -1.

Last column: natural (NBO) charge in e.
Atoms and positions in Å:
O  -0.044  0.271  -0.397  -1.3791
H  0.044  -0.271  0.397  0.3791

Computed properties:
HOMO-LUMO gap	8.353	eV
HOMO energy	-1.732	eV
LUMO energy	6.621	eV
SMILES string	[OH-]
net charge	-1

=====

Record 5
Density functional theory data (ωB97M-V/def2-TZVPD) for a structure of composition HO3PS2 in a non-equilibrium geometry.

Last column: natural (NBO) charge in e.
Atoms and positions in Å:
O  -0.192  -0.923  -0.671  -0.8764
O  1.129  -0.883  1.430  -0.9657
O  0.806  1.428  0.103  -1.0689
P  2.074  1.044  0.775  1.3530
S  2.665  -0.420  -0.813  -0.4109
S  1.090  -1.594  0.110  1.4394
H  -0.202  0.028  -0.627  0.5295

Computed properties:
HOMO-LUMO gap	8.460	eV
HOMO energy	-9.817	eV
LUMO energy	-1.357	eV
net charge	0

=====

Record 6
Density functional theory data (ωB97M-V/def2-TZVPD) for the molecule I2S2 in a non-equilibrium geometry.

Last column: natural (NBO) charge in e.
Atoms and positions in Å:
S  -1.506  -1.376  -0.771  -0.4249
S  1.579  1.321  0.691  -0.2965
I  -0.869  0.810  -0.533  0.5550
I  2.943  -0.178  -0.341  0.1664

Computed properties:
HOMO-LUMO gap (spin up / spin down)	5.892 / 5.896	eV
HOMO energy (spin up / spin down)	-8.769 / -8.771	eV
LUMO energy (spin up / spin down)	-2.877 / -2.875	eV
net charge	0

=====

Record 7
Density functional theory data (ωB97M-V/def2-TZVPD) for a cluster of 2 separate species, I4P2S2 in total in a non-equilibrium geometry.

Last column: natural (NBO) charge in e.
Atoms and positions in Å:
P  0.639  1.641  -0.156  0.1979
P  -0.614  0.367  1.259  0.2942
S  1.616  -2.070  -2.487  -0.1322
S  0.563  -0.660  2.533  -0.4340
I  0.733  -2.991  -4.518  0.1244
I  1.268  3.237  1.494  -0.0037
I  -2.521  1.552  2.314  -0.0112
I  -1.685  -1.076  -0.440  -0.0355

Computed properties:
HOMO-LUMO gap (spin up / spin down)	6.539 / 6.175	eV
HOMO energy (spin up / spin down)	-9.035 / -8.839	eV
LUMO energy (spin up / spin down)	-2.496 / -2.664	eV
net charge	0

=====

Record 8
Density functional theory data (ωB97M-V/def2-TZVPD) for a structure of composition ILi.

Last column: natural (NBO) charge in e.
Atoms and positions in Å:
Li  -0.840  -0.752  -2.617  0.8989
I  0.840  0.752  2.617  -0.8989

Computed properties:
HOMO-LUMO gap	2.905	eV
HOMO energy	-6.122	eV
LUMO energy	-3.217	eV
net charge	0

=====

Record 9
Density functional theory data (ωB97M-V/def2-TZVPD) for a structure of composition IY.

Last column: natural (NBO) charge in e.
Atoms and positions in Å:
Y  -3.937  -11.099  45.714  2.1489
I  -2.589  -11.911  43.596  -0.1489

Computed properties:
HOMO-LUMO gap	7.877	eV
HOMO energy	-19.874	eV
LUMO energy	-11.997	eV
net charge	+2

=====

Record 10
Density functional theory data (ωB97M-V/def2-TZVPD) for a structure of composition MgN6O18 in a non-equilibrium geometry.

Last column: natural (NBO) charge in e.
Atoms and positions in Å:
Mg  0.104  -0.069  -0.099  1.7968
N  -1.294  2.058  1.752  0.7393
O  -0.430  1.445  1.088  -0.5951
O  -1.102  3.259  2.078  -0.5715
O  -2.358  1.492  2.111  -0.5374
N  -0.888  2.250  -2.213  0.7268
O  -1.167  3.202  -1.469  -0.5105
O  -0.243  1.254  -1.732  -0.6150
O  -1.164  2.222  -3.428  -0.5680
N  3.213  1.051  0.070  0.7304
O  3.575  1.277  1.260  -0.5521
O  2.099  0.492  -0.125  -0.5913
O  3.970  1.356  -0.873  -0.5537
N  0.711  -2.257  -2.474  0.7352
O  -0.011  -3.238  -2.717  -0.5443
O  1.734  -2.043  -3.177  -0.5622
O  0.466  -1.454  -1.542  -0.5939
N  -2.601  -1.704  0.047  0.7355
O  -2.235  -2.675  0.746  -0.5223
O  -3.738  -1.598  -0.445  -0.5540
O  -1.753  -0.778  -0.166  -0.6242
N  0.781  -1.395  2.839  0.7327
O  1.251  -2.454  3.280  -0.5706
O  0.418  -0.472  3.598  -0.5273
O  0.661  -1.223  1.590  -0.6032

Computed properties:
HOMO-LUMO gap	7.480	eV
HOMO energy	2.436	eV
LUMO energy	9.916	eV
net charge	-4

=====

Record 11
Density functional theory data (ωB97M-V/def2-TZVPD) for the molecule N2O2 in a non-equilibrium geometry.

Last column: Löwdin spin population.
Atoms and positions in Å:
N  0.261  -0.883  0.232  0.4728
N  -0.948  0.097  -0.094  0.5003
O  1.170  -0.169  0.270  0.4946
O  -0.385  1.073  -0.429  0.5323

Computed properties:
HOMO-LUMO gap (spin up / spin down)	8.669 / 9.650	eV
HOMO energy (spin up / spin down)	-9.165 / -11.825	eV
LUMO energy (spin up / spin down)	-0.496 / -2.176	eV
2S+1	3
net charge	0

=====

Record 12
Density functional theory data (ωB97M-V/def2-TZVPD) for a structure of composition N2O3 in a non-equilibrium geometry.

Last column: natural (NBO) charge in e.
Atoms and positions in Å:
N  1.096  0.590  -0.036  0.3316
N  -0.672  -0.029  -0.045  0.4853
O  1.872  -0.188  0.200  -0.1127
O  -1.450  0.808  0.252  -0.3347
O  -0.845  -1.180  -0.371  -0.3695

Computed properties:
HOMO-LUMO gap	8.204	eV
HOMO energy	-9.693	eV
LUMO energy	-1.489	eV
net charge	0

=====

Record 13
Density functional theory data (ωB97M-V/def2-TZVPD) for the molecule N2O3S in a non-equilibrium geometry.

Last column: natural (NBO) charge in e.
Atoms and positions in Å:
N  0.946  -1.233  0.032  0.3828
N  0.467  0.263  0.762  -0.3296
O  -1.010  0.330  1.464  -0.5798
O  1.483  -0.738  -0.877  -0.1571
O  -0.983  0.313  -1.308  -0.8691
S  -0.902  1.065  -0.073  1.5528

Computed properties:
HOMO-LUMO gap	8.959	eV
HOMO energy	-10.237	eV
LUMO energy	-1.279	eV
net charge	0

=====

Record 14
Density functional theory data (ωB97M-V/def2-TZVPD) for the molecule N2O4S3 in a non-equilibrium geometry.

Last column: natural (NBO) charge in e.
Atoms and positions in Å:
N  1.544  0.673  2.083  -0.0943
N  -0.886  -1.317  -1.339  0.4064
O  0.841  0.698  -0.777  -0.9363
O  0.948  1.346  2.878  -0.2373
O  -1.652  -1.588  -2.289  -0.3750
O  -0.245  -2.009  -0.650  -0.3327
S  1.609  -0.032  0.764  0.9280
S  -0.659  0.742  -1.119  1.0068
S  -1.500  1.486  0.449  -0.3656

Computed properties:
HOMO-LUMO gap (spin up / spin down)	7.538 / 7.538	eV
HOMO energy (spin up / spin down)	-9.306 / -9.306	eV
LUMO energy (spin up / spin down)	-1.767 / -1.768	eV
net charge	0

=====

Record 15
Density functional theory data (ωB97M-V/def2-TZVPD) for the molecule N4O5 in a non-equilibrium geometry.

Last column: natural (NBO) charge in e.
Atoms and positions in Å:
O  -3.516  0.478  0.031  -0.1590
N  -2.545  -0.117  0.268  0.4223
O  -1.381  0.213  -0.651  -0.2818
N  -0.197  -0.272  -0.037  0.5549
O  -0.195  -1.310  0.569  -0.3155
N  0.701  0.600  -0.215  -0.1843
N  2.044  0.208  -0.003  0.6200
O  2.310  -0.846  -0.505  -0.3466
O  2.769  0.980  0.529  -0.3100

Computed properties:
HOMO-LUMO gap	9.693	eV
HOMO energy	-11.428	eV
LUMO energy	-1.735	eV
SMILES string	O=NO/[N+]([O-])=N/[N+](=O)[O-]
net charge	0

=====

Record 16
Density functional theory data (ωB97M-V/def2-TZVPD) for a cluster of 2 separate species, NO4S2 in total in a non-equilibrium geometry.

Last column: natural (NBO) charge in e.
Atoms and positions in Å:
N  -1.320  0.407  0.132  0.7167
O  -1.989  0.530  -0.880  -0.5149
O  3.063  -1.326  1.030  -0.8478
O  -1.669  0.361  1.313  -0.5291
O  -0.058  0.353  -0.023  -0.6411
S  2.967  1.158  -0.490  -0.2784
S  2.535  -0.689  -0.210  1.0947

Computed properties:
HOMO-LUMO gap (spin up / spin down)	6.110 / 6.109	eV
HOMO energy (spin up / spin down)	-4.430 / -4.429	eV
LUMO energy (spin up / spin down)	1.680 / 1.680	eV
net charge	-1

=====

Record 17
Density functional theory data (ωB97M-V/def2-TZVPD) for a cluster of 2 separate species, NO5S in total in a non-equilibrium geometry.

Last column: natural (NBO) charge in e.
Atoms and positions in Å:
N  -0.221  0.207  -1.587  0.3210
O  0.309  -0.647  -2.298  -0.4372
O  0.096  1.227  1.742  -0.9024
O  -1.082  1.037  -1.894  -0.4489
O  -0.829  -1.063  1.631  -0.9024
O  1.559  -0.653  1.183  -0.9083
S  0.168  -0.109  1.224  2.2782

Computed properties:
HOMO-LUMO gap (spin up / spin down)	7.700 / 6.296	eV
HOMO energy (spin up / spin down)	-4.986 / -4.077	eV
LUMO energy (spin up / spin down)	2.715 / 2.219	eV
net charge	-1

=====

Record 18
Density functional theory data (ωB97M-V/def2-TZVPD) for a structure of composition NO7S2 in a non-equilibrium geometry.

Last column: natural (NBO) charge in e.
Atoms and positions in Å:
N  2.156  -0.002  -0.462  0.1930
O  0.641  2.387  -0.204  -0.9587
O  -2.056  -1.652  -0.343  -0.9533
O  0.297  -1.747  -1.191  -0.9890
O  -1.087  1.490  1.315  -0.9006
O  1.565  0.041  0.540  -0.1943
O  -0.240  -0.987  1.058  -0.9848
O  -0.592  0.414  -0.844  -0.8912
S  0.004  1.208  0.424  2.1486
S  -0.688  -1.151  -0.294  2.5303

Computed properties:
HOMO-LUMO gap (spin up / spin down)	8.109 / 8.259	eV
HOMO energy (spin up / spin down)	-5.137 / -5.458	eV
LUMO energy (spin up / spin down)	2.973 / 2.801	eV
net charge	-1

=====

Record 19
Density functional theory data (ωB97M-V/def2-TZVPD) for the molecule O2 in a non-equilibrium geometry.

Last column: natural (NBO) charge in e.
Atoms and positions in Å:
O  0.000  0.000  0.762  0.0000
O  0.000  0.000  -0.762  0.0000

Computed properties:
HOMO-LUMO gap	7.651	eV
HOMO energy	-11.976	eV
LUMO energy	-4.325	eV
SMILES string	O=O
net charge	0

=====

Record 20
Density functional theory data (ωB97M-V/def2-TZVPD) for the ion O2 with charge +1 in a non-equilibrium geometry.

Last column: Löwdin spin population.
Atoms and positions in Å:
O  0.389  0.119  0.539  0.5000
O  -0.389  -0.119  -0.539  0.5000

Computed properties:
HOMO-LUMO gap (spin up / spin down)	9.048 / 11.663	eV
HOMO energy (spin up / spin down)	-24.303 / -26.334	eV
LUMO energy (spin up / spin down)	-15.255 / -14.672	eV
2S+1	2
net charge	+1

=====

Values of ΔE to the lowest compared entry with this formula, charge and spin, in order: 0.469 0.769 3.073 0.000 1.722 2.264 1.471 3.238 0.000 0.199 0.655 0.000 6.480 4.245 1.586 3.471 1.514 2.344 2.353 2.163, all in eV.